# 1
This record from the Open Molecules 2025 dataset describes one molecule with the formula C15H13ClO3S. The level of theory is ωB97M-V/def2-TZVPD.

The calculation puts the LUMO energy at 0.37 eV. As for the SMILES: COc1ccc(C(=O)Sc2ccc(Cl)cc2)cc1OC. The spin multiplicity is 1. As for the charge: 0.

Structure (XYZ):
```
33
Properties=species:S:1:pos:R:3:forces:R:3
C -1.294 -3.234 -1.675 0.1 -0.1 -0.2
O -1.856 -2.388 -0.700 -0.1 0.3 0.2
C -1.445 -1.101 -0.643 -0.1 0.1 0.2
C -0.516 -0.518 -1.491 -0.1 -0.3 0.0
C -0.137 0.804 -1.328 -0.2 0.3 0.2
C -0.695 1.564 -0.313 -0.5 -0.5 -0.3
C -0.340 2.972 -0.091 0.6 0.1 -0.2
O -1.102 3.854 0.186 -0.2 0.1 0.1
S 1.417 3.373 -0.267 0.1 0.1 0.1
C 2.214 1.812 0.044 0.0 0.4 0.1
C 3.220 1.377 -0.809 -0.2 0.1 0.1
C 3.848 0.168 -0.578 0.1 -0.2 0.1
C 3.464 -0.602 0.509 -0.1 0.2 -0.1
Cl 4.223 -2.129 0.783 0.1 -0.2 0.0
C 2.482 -0.161 1.382 0.0 -0.1 0.0
C 1.866 1.054 1.155 0.2 0.0 0.0
C -1.669 1.004 0.521 0.0 -0.1 0.0
C -2.044 -0.316 0.376 0.1 -0.1 -0.1
O -2.958 -0.959 1.144 0.2 -0.2 -0.3
C -3.619 -0.227 2.149 -0.1 0.1 0.2
H -1.521 -2.887 -2.688 0.0 0.0 0.0
H -1.755 -4.207 -1.517 0.1 0.1 0.0
H -0.210 -3.322 -1.554 0.0 0.0 0.0
H -0.073 -1.089 -2.291 0.0 -0.1 -0.1
H 0.573 1.241 -2.012 0.1 0.0 0.0
H 3.502 1.985 -1.654 0.0 0.0 -0.1
H 4.625 -0.180 -1.241 0.1 -0.1 0.0
H 2.206 -0.761 2.235 0.0 -0.1 0.1
H 1.110 1.410 1.837 0.0 0.0 0.1
H -2.105 1.631 1.282 -0.1 0.0 0.1
H -2.920 0.137 2.908 0.0 0.0 0.0
H -4.175 0.619 1.731 0.0 0.0 0.0
H -4.317 -0.926 2.608 0.0 0.1 0.0
```
Forces are in eV/Å.

Here are the Mulliken charges for atoms 1 to 8, given in e: -0.915 -0.425 1.173 -0.607 -0.714 -0.679 0.392 -0.547


# 2
This record from the Open Molecules 2025 dataset describes C24H25CaI3N6OS2 as an isolated structure. The level of theory is ωB97M-V/def2-TZVPD.

The calculation puts the LUMO energy at -4.94 eV. The spin multiplicity is 1. As for the charge: +2.

Structure (XYZ):
```
62
Properties=species:S:1:pos:R:3:forces:R:3
Ca -0.350 1.204 -0.407 -0.2 0.7 -0.6
I -2.370 -1.621 3.526 -0.4 0.0 0.1
C -0.433 -1.561 2.838 0.5 -0.3 0.3
C 0.560 -2.276 3.552 -0.3 0.1 -0.1
C 1.855 -2.324 3.125 -0.2 0.3 -0.5
I 3.224 -3.441 4.188 0.3 -0.2 0.2
C 2.224 -1.602 1.946 0.2 -0.2 0.3
C 3.547 -1.552 1.441 -0.1 -0.1 0.1
C 3.830 -0.854 0.305 -0.1 0.1 -0.1
C 2.778 -0.193 -0.350 0.1 0.0 -0.1
N 1.538 -0.202 0.082 -0.2 -0.4 0.5
C 1.233 -0.891 1.238 -0.1 0.1 -0.2
C -0.158 -0.875 1.674 0.2 0.2 -0.3
O -1.066 -0.257 0.967 0.3 -0.6 0.3
H 0.264 -2.802 4.450 0.0 0.0 0.0
H 4.332 -2.075 1.971 0.0 0.0 0.0
H 4.833 -0.796 -0.091 0.0 0.0 0.0
H 2.958 0.355 -1.270 0.0 0.0 0.0
S 0.281 3.321 3.916 0.0 0.1 0.2
C 1.712 3.604 3.038 0.1 0.0 0.0
C 1.568 3.153 1.770 -0.1 0.0 -0.1
N 0.335 2.603 1.480 0.3 0.2 0.3
C -0.429 2.640 2.549 -0.1 -0.2 -0.4
H 2.573 4.069 3.488 0.0 0.0 0.0
H 2.329 3.200 1.004 0.0 0.0 0.0
H -1.432 2.237 2.563 0.0 0.0 0.0
N 0.161 -5.057 -0.218 0.0 0.1 -0.1
C -0.832 -4.162 0.494 0.2 -0.3 -0.1
C -1.526 -3.280 -0.533 0.1 0.2 -0.1
N -0.605 -2.511 -1.367 0.2 0.0 0.3
C 0.402 -3.360 -1.985 0.0 0.1 -0.1
C 1.162 -4.239 -1.002 -0.1 -0.2 0.2
H -0.340 -5.679 -0.858 0.0 0.0 0.0
H 0.641 -5.657 0.452 0.0 0.0 0.0
H -0.241 -3.585 1.197 0.0 0.2 0.2
H -1.516 -4.806 1.046 -0.1 0.0 0.0
H -2.188 -2.595 -0.001 0.0 0.0 0.0
H -2.147 -3.905 -1.184 0.0 0.0 0.0
H -0.164 -1.767 -0.817 -0.2 -0.4 -0.1
H 1.125 -2.744 -2.521 0.0 0.0 0.0
H -0.084 -3.995 -2.732 0.0 0.0 0.0
H 1.708 -3.649 -0.263 0.0 0.0 0.0
H 1.842 -4.939 -1.485 0.0 0.1 -0.1
S -0.194 2.853 -4.856 -0.1 0.1 -0.3
C 0.857 3.723 -3.841 0.1 0.1 0.1
C 1.120 3.000 -2.725 0.0 -0.2 0.0
N 0.491 1.771 -2.661 0.0 0.3 -0.2
C -0.234 1.589 -3.741 0.0 -0.2 0.3
H 1.247 4.690 -4.113 0.0 0.0 0.0
H 1.799 3.300 -1.940 0.0 0.0 0.0
H -0.828 0.703 -3.913 0.0 0.0 0.0
I -3.446 0.379 -1.580 0.0 0.0 0.0
C -3.331 2.411 -1.087 0.0 0.2 -0.2
C -4.486 3.175 -1.029 0.0 -0.1 0.0
C -4.347 4.527 -0.771 0.0 0.1 0.0
C -3.079 5.061 -0.589 -0.1 0.0 0.0
C -1.995 4.214 -0.658 0.1 -0.2 0.0
N -2.106 2.895 -0.904 -0.3 0.2 0.1
H -5.454 2.724 -1.189 0.0 0.0 0.0
H -5.225 5.157 -0.716 0.0 0.0 0.0
H -2.934 6.114 -0.396 0.0 0.0 0.0
H -0.988 4.582 -0.508 0.0 0.0 0.0
```
Forces are in eV/Å.

Here are the Mulliken charges for atoms 1 to 8, given in e: 1.751 0.107 -0.454 -0.318 -0.179 0.142 1.217 -0.874


# 3
This record from the Open Molecules 2025 dataset describes one molecule with the formula C3H6N2S. The level of theory is ωB97M-V/def2-TZVPD.

The calculation puts the LUMO energy at 0.74 eV. As for the SMILES: S=C1CCNN1. The spin multiplicity is 1. As for the charge: 0.

Structure (XYZ):
```
12
Properties=species:S:1:pos:R:3:forces:R:3
S 1.888 1.724 -1.251 -0.3 -0.4 0.5
C 0.865 0.747 -0.373 0.6 1.7 -0.6
C 0.479 -0.639 -0.673 1.2 -0.9 -0.9
C -0.852 -0.744 -0.009 -1.9 -2.0 -0.5
N -0.914 0.259 1.060 0.2 -0.7 0.7
N 0.144 1.117 0.680 -0.4 2.5 1.4
H 0.482 -0.772 -1.779 -0.1 -0.1 0.9
H 1.255 -1.283 -0.229 -0.2 0.0 -0.2
H -1.035 -1.759 0.413 0.0 0.7 -0.3
H -1.615 -0.595 -0.826 0.3 0.2 1.2
H -0.722 -0.176 2.008 0.1 0.6 -1.6
H 0.026 2.122 0.979 0.5 -1.7 -0.7
```
Forces are in eV/Å.

Here are the Mulliken charges for atoms 1 to 8, given in e: -0.359 -0.059 -0.269 -0.424 -0.422 -0.041 0.290 0.202


# 4
This record from the Open Molecules 2025 dataset describes C61H53CdN7O3STe as an isolated structure. The level of theory is ωB97M-V/def2-TZVPD.

The calculation puts the LUMO energy (alpha / beta) at 2.07 / 2.07 eV. The spin multiplicity is 2. As for the charge: -1.

Structure (XYZ):
```
127
Properties=species:S:1:pos:R:3:forces:R:3
Cd -0.029 -0.368 0.534 -0.3 0.0 -0.1
O 2.592 -0.433 0.795 0.1 0.0 0.2
C 3.233 -0.320 -0.341 -0.1 -0.1 -0.1
C 4.519 0.055 -0.490 0.1 0.0 -0.1
C 5.344 0.079 -1.741 0.0 0.0 0.1
C 3.971 -0.163 -4.208 0.1 0.0 0.0
C 2.682 0.029 -3.949 -0.1 0.0 0.0
C 2.385 0.271 -2.527 -0.1 0.0 0.0
C 0.969 2.152 -1.910 0.0 0.1 0.0
N -0.038 1.482 -1.536 0.0 0.0 0.0
C -1.306 2.212 -1.536 0.0 0.0 0.0
C -1.936 2.298 -0.149 0.0 -0.1 0.0
N -2.070 0.952 0.345 -0.1 0.2 0.1
C -3.174 0.569 0.847 0.1 0.1 0.0
C -3.482 -0.809 1.179 -0.2 0.0 0.2
C -4.481 -1.085 2.114 0.0 0.0 0.0
C -4.860 -2.383 2.393 0.0 0.0 0.0
C -4.259 -3.420 1.672 0.1 0.0 -0.1
C -3.289 -3.178 0.721 -0.2 -0.2 0.1
C -2.840 -1.861 0.474 0.2 0.2 -0.1
O -1.902 -1.576 -0.373 -0.3 0.4 0.6
H 5.077 0.278 0.416 0.0 0.0 0.0
H 6.316 -0.366 -1.539 0.0 0.0 0.0
H 4.281 -0.345 -5.233 0.0 0.0 0.0
H 1.933 0.043 -4.731 0.0 0.0 0.0
H 0.904 3.234 -2.083 0.0 0.0 0.0
H -1.186 3.226 -1.944 0.0 0.0 0.0
H -1.994 1.667 -2.188 0.0 0.0 0.0
H -1.284 2.876 0.507 0.0 0.0 0.0
H -2.903 2.815 -0.217 0.0 0.0 0.0
H -3.984 1.298 1.008 0.0 0.0 0.0
H -4.951 -0.255 2.634 0.0 0.0 0.0
H -5.615 -2.591 3.140 0.0 0.0 0.0
H -4.561 -4.445 1.857 0.0 0.0 0.0
H -2.852 -4.001 0.169 0.0 0.1 0.0
C -1.400 -2.356 4.560 0.0 0.0 0.0
C -0.674 -2.105 3.205 0.0 0.0 0.0
N -0.636 -0.776 2.663 0.2 -0.1 0.1
C -0.762 0.255 3.482 0.0 0.1 -0.1
C -1.332 0.131 4.811 0.0 0.0 0.0
C -1.706 -1.095 5.286 0.0 -0.1 0.0
C -1.521 1.337 5.582 0.0 0.0 0.0
C -1.088 2.547 5.169 0.0 0.0 0.0
C -0.405 2.683 3.913 0.0 0.0 0.0
C 0.206 3.867 3.511 0.0 0.0 0.0
C 0.936 3.914 2.338 0.0 0.0 0.0
C 0.996 2.756 1.560 0.0 0.0 0.0
N 0.387 1.636 1.883 0.0 -0.1 0.0
C -0.285 1.549 3.064 0.0 -0.1 0.0
H -2.277 -3.007 4.487 0.0 0.0 0.0
H -1.009 -2.804 2.436 0.0 0.0 0.0
H -2.193 -1.163 6.254 0.0 0.0 0.0
H -2.011 1.238 6.545 0.0 0.0 0.0
H -1.218 3.426 5.789 0.0 0.0 0.0
H 0.130 4.741 4.149 0.0 0.0 0.0
H 1.457 4.809 2.027 0.0 0.0 0.0
H 1.568 2.743 0.638 0.0 0.0 0.0
C 7.132 -0.279 5.540 0.0 0.0 0.0
C 6.026 -0.759 4.639 0.0 0.0 0.0
C 4.825 -0.086 4.541 0.0 0.0 0.0
C 3.794 -0.523 3.707 0.0 0.0 0.0
C 2.548 0.300 3.684 -0.1 0.1 0.1
C 3.959 -1.674 2.940 0.1 0.0 -0.1
Te 2.636 -2.686 1.478 0.0 -0.1 0.1
N 0.923 -2.385 0.391 0.0 -0.2 0.0
C 0.647 -3.632 -0.045 0.1 0.3 0.1
O 1.332 -4.607 0.349 0.1 -0.2 -0.1
C -0.474 -3.864 -0.986 -0.1 0.2 0.2
C -1.081 -2.791 -1.667 1.1 -1.3 -1.8
C -2.063 -3.132 -2.628 -0.1 0.2 0.2
C -2.558 -4.412 -2.719 -0.2 -0.1 0.0
C -2.038 -5.448 -1.939 0.1 0.1 0.0
C -0.975 -5.156 -1.102 0.0 -0.1 0.2
C 1.553 -3.549 3.110 -0.2 0.2 0.0
C 0.666 -2.585 3.855 0.2 0.1 -0.1
C -0.125 -3.106 5.080 0.0 -0.1 0.0
C -0.201 -4.594 5.140 0.0 0.1 0.0
C 0.582 -5.367 4.394 0.0 -0.1 0.0
C 1.547 -4.854 3.393 0.0 0.0 0.0
C 2.444 -5.878 2.762 0.0 0.0 0.0
C 5.186 -2.368 3.020 0.0 0.0 -0.1
C 5.518 -3.608 2.216 0.0 0.0 0.0
C 6.184 -1.902 3.865 0.0 0.0 0.0
H 6.832 0.614 6.087 0.0 0.0 0.0
H 8.029 -0.039 4.966 0.0 0.0 0.0
H 7.406 -1.046 6.267 0.0 0.0 0.0
H 4.666 0.814 5.127 0.0 0.0 0.0
H 2.779 1.341 3.448 0.0 0.0 0.0
H 2.051 0.285 4.659 0.0 0.0 0.0
H 1.859 -0.057 2.935 -0.1 0.0 -0.1
H -0.436 -1.954 -1.913 -0.3 0.4 0.4
H -2.456 -2.348 -3.264 0.0 0.0 -0.1
H -3.347 -4.625 -3.434 0.0 0.0 0.0
H -2.420 -6.456 -2.028 0.0 0.0 0.0
H -0.496 -5.930 -0.515 0.0 0.0 0.0
H 1.238 -1.699 4.140 -0.1 -0.1 0.0
H 0.225 -2.717 6.041 0.0 0.0 0.0
H -0.902 -5.042 5.838 0.0 0.0 0.0
H 0.511 -6.447 4.483 0.0 0.0 0.0
H 1.947 -6.848 2.715 0.0 0.0 0.0
H 3.348 -6.007 3.365 0.0 0.0 0.0
H 2.717 -5.598 1.747 0.0 0.0 0.0
H 5.463 -3.427 1.142 0.0 0.0 0.0
H 4.847 -4.438 2.439 0.0 0.0 0.0
H 6.533 -3.931 2.450 0.0 0.0 0.0
H 7.122 -2.448 3.912 0.0 0.0 0.0
S 7.186 1.812 -3.054 0.0 0.0 -0.1
C 5.508 1.293 -2.647 0.1 0.1 0.1
C 4.563 2.442 -2.577 0.1 0.0 0.0
C 3.253 2.577 -2.355 0.0 0.0 0.0
N 2.228 1.650 -2.156 0.0 0.0 0.0
C 2.603 -0.682 -1.634 0.0 0.1 0.0
C 5.122 -0.051 -3.258 0.0 -0.1 0.0
C 7.571 2.816 -1.643 0.0 0.0 -0.1
C 8.002 4.122 -1.828 0.1 0.0 0.0
C 8.305 4.889 -0.711 0.0 0.0 0.0
N 8.187 4.455 0.539 0.0 0.0 0.0
C 7.765 3.200 0.703 0.0 0.1 0.0
C 7.461 2.343 -0.341 0.0 0.0 0.0
H 5.058 3.398 -2.691 0.0 0.0 0.0
H 2.888 3.597 -2.301 0.0 0.0 0.0
H 2.637 -1.716 -1.962 0.0 0.0 0.0
H 5.990 -0.543 -3.686 0.0 0.0 0.0
H 8.091 4.535 -2.824 0.0 0.0 0.0
H 8.650 5.911 -0.831 0.0 0.0 0.0
H 7.667 2.858 1.727 0.0 0.0 0.0
H 7.140 1.332 -0.136 0.0 0.0 0.0
```
Forces are in eV/Å.

Here are the Mulliken charges for atoms 1 to 8, given in e: 6.472 -0.211 -0.082 -1.154 -0.344 -0.761 -1.493 -0.470


# 5
This record from the Open Molecules 2025 dataset describes a 4-piece molecular cluster, C2H14N2O3 overall. The level of theory is ωB97M-V/def2-TZVPD.

The calculation puts the LUMO energy at 0.24 eV. As for the SMILES: NCCN.O.O.O. The spin multiplicity is 1. As for the charge: 0.

Structure (XYZ):
```
21
Properties=species:S:1:pos:R:3:forces:R:3
N -1.661 3.693 -0.240 0.2 0.7 -0.4
C -1.416 2.296 0.248 -0.9 2.3 0.4
C -0.345 1.593 -0.510 2.0 -0.5 0.3
N -0.087 0.313 0.152 -2.0 -0.6 0.7
H -1.431 4.011 -1.176 0.7 -1.1 0.0
H -2.553 4.165 -0.142 -0.2 -0.9 0.9
H -1.066 2.406 1.302 -0.2 -0.3 -0.7
H -2.366 1.765 0.270 0.0 -0.4 -0.1
H 0.605 2.129 -0.356 -0.4 0.3 -0.4
H -0.494 1.433 -1.577 -0.4 0.5 -0.2
H 0.688 -0.222 -0.198 -0.1 -0.1 -0.5
H -0.989 -0.205 0.128 1.3 -0.1 0.0
O 1.741 0.320 2.794 -0.6 -1.2 -0.7
H 2.584 -0.051 2.509 0.1 0.2 0.2
H 1.094 -0.254 2.310 0.4 1.2 0.5
O 0.830 -3.899 -4.253 -0.4 0.7 -0.1
H -0.059 -4.266 -4.194 0.1 -0.2 0.0
H 0.654 -2.947 -4.370 0.3 -0.6 0.0
O 0.559 -3.168 1.978 0.0 0.2 -0.1
H 1.089 -2.380 2.160 -0.2 -0.2 0.0
H -0.155 -2.884 1.392 0.2 0.0 0.2
```
Forces are in eV/Å.

Here are the Mulliken charges for atoms 1 to 8, given in e: -0.538 -0.293 -0.539 -0.401 0.196 0.186 0.150 0.280


# 6
This record from the Open Molecules 2025 dataset describes a 2-piece molecular cluster, CH7N2S2 overall. The level of theory is ωB97M-V/def2-TZVPD.

The calculation puts the LUMO energy at -3.56 eV. The spin multiplicity is 1. As for the charge: +1.

Structure (XYZ):
```
12
Properties=species:S:1:pos:R:3:forces:R:3
N 1.886 -0.779 1.677 0.0 0.0 -0.2
C 1.652 -1.778 0.868 -0.1 0.0 0.1
N 0.639 -1.826 0.047 0.1 0.1 -0.1
H 1.279 0.034 1.669 0.1 0.0 0.1
H 2.697 -0.796 2.273 0.0 0.1 0.1
H 2.326 -2.625 0.885 0.0 0.0 0.1
H 0.521 -2.631 -0.545 -0.1 0.0 -0.1
H 0.040 -1.018 -0.091 0.0 -0.1 0.0
S -1.741 0.528 -1.172 0.2 0.1 0.2
S -0.347 1.547 -0.007 -0.3 -0.1 0.0
H -2.219 1.599 -1.812 -0.1 0.1 -0.1
H 0.621 1.664 -0.923 0.1 0.0 -0.1
```
Forces are in eV/Å.

Here are the Mulliken charges for atoms 1 to 8, given in e: -0.200 0.319 -0.094 0.151 0.258 0.330 0.230 0.015